1.
Below is 2 unconnected molecules or ions with the total composition C10H16O, with properties calculated with the ωB97M-V functional and the def2-TZVPD basis.

Output
**Lowest unoccupied orbital energy (spin up / spin down)**: 3.9 / 3.8 eV
**Energy relative to the best compared isomer or geometry (same formula, charge and spin)**: 67.0 kJ/mol
**Total energy**: -12675.0367 eV
**Frontier orbital gap (spin up / spin down)**: 3.174 / 7.122 eV
**F_max**: 2.699 eV/Å

ORCA input file:
```
! wB97M-V def2-TZVPD RIJCOSX def2/J DEFGRID3
* xyz -1 2
C 0.9499 1.4324 -1.8195
C -0.0066 2.6302 -1.7308
C 0.0621 0.1816 -2.0203
H 1.6079 1.5908 -2.6937
H 1.5941 1.3851 -0.9097
H -0.2814 2.7256 -0.7054
H -0.9203 2.4763 -2.3136
H 0.6552 -0.7039 -1.9058
H -0.5497 0.2438 -1.1236
H 0.4460 3.5174 -2.1010
H -0.5449 0.3102 -2.9243
C -1.9322 -2.3850 0.2614
C -1.2740 -0.5408 1.9373
C -0.9209 -1.4921 0.9906
C -0.2105 0.3103 2.4267
C 0.3933 -1.7868 0.5735
C 1.0765 0.0794 1.9289
C 1.4238 -0.9800 1.0889
O 1.9685 1.0573 2.3493
H -2.2586 -0.4504 2.3428
H -0.4969 1.2176 3.1299
H -1.5722 -2.6375 -0.7463
H -2.8616 -1.8462 0.0807
H 0.4350 -2.6588 -0.0991
H 2.5104 -1.1456 1.1015
H 2.8442 0.7608 2.0807
H -2.1371 -3.2916 0.8010
*
```

=====

2.
Below is a molecular structure, C7H9O2, with properties calculated with the ωB97M-V functional and the def2-TZVPD basis.

Output
**Lowest unoccupied orbital energy**: 3.9 eV
**Energy relative to the best compared isomer or geometry (same formula, charge and spin)**: 317.2 kJ/mol
**Total energy**: -11496.6534 eV
**Frontier orbital gap**: 6.981 eV
**F_max**: 5.721 eV/Å

ORCA input file:
```
! wB97M-V def2-TZVPD RIJCOSX def2/J DEFGRID3
* xyz -1 1
C 2.7294 0.5651 -0.1211
C 1.0249 -0.3986 0.4006
C 3.9761 0.3059 -0.1857
C -0.2362 0.1661 0.6533
C -0.7425 1.4746 0.1068
C -1.9861 -1.0093 -0.6858
C -1.3963 -0.8493 0.6410
O 1.3683 -1.5316 0.6491
O 5.1226 -0.0169 -0.0793
H 2.0669 1.2317 -0.7151
H -1.7719 1.6460 0.4267
H -0.5950 1.5201 -1.0617
H -0.1167 2.1958 0.5208
H -1.2349 -0.9788 -1.4051
H -2.4741 -0.0245 -0.8792
H -2.6812 -1.7688 -0.7949
H -0.9909 -1.9107 1.0949
H -2.0623 -0.6168 1.4350
*
```

=====

3.
Below is a molecular structure, C16H18N2O5V, with properties calculated with the ωB97M-V functional and the def2-TZVPD basis.

Output
**Lowest unoccupied orbital energy (spin up / spin down)**: -13.6 / -15.0 eV
**Energy relative to the best compared isomer or geometry (same formula, charge and spin)**: 11.6 kJ/mol
**Total energy**: -55753.8252 eV
**Frontier orbital gap (spin up / spin down)**: 2.364 / 1.217 eV
**F_max**: 7.366 eV/Å

ORCA input file:
```
! wB97M-V def2-TZVPD RIJCOSX def2/J DEFGRID3
* xyz 3 3
V 0.0000 0.0000 0.0000
O -2.2608 0.3204 -2.0296
C -1.3978 0.2161 -1.2724
C 1.2867 -0.3812 1.3486
O 2.0469 -0.6382 2.1762
C -0.9003 1.1827 1.1914
O -1.4574 1.8808 1.9207
C 0.9235 -1.1477 -1.2077
O 1.4703 -1.8603 -1.9306
C 2.3579 4.0053 -2.1887
H 2.4918 3.6527 -3.2056
H 1.6112 4.7787 -2.0467
C 3.3346 3.7878 -1.2354
H 3.3669 4.3876 -0.3325
H 4.2476 3.2616 -1.4913
C -7.1169 -3.3070 3.3420
C -6.3151 -4.4805 2.7845
N -4.8693 -4.2263 2.7798
C -4.0804 -4.9937 3.7579
C -4.0525 -6.5048 3.4598
C -4.3361 -3.2581 1.9285
O -5.1008 -2.5441 1.2933
C -2.8701 -3.0492 1.6423
C -1.9802 -4.1302 1.7220
C -0.6569 -3.9886 1.4059
C -0.2007 -2.7691 0.9742
N -1.0227 -1.6732 0.8403
C -2.3538 -1.7978 1.1614
H -6.7872 -3.0917 4.3803
H -8.1922 -3.5847 3.3618
H -7.0126 -2.3935 2.7279
H -6.5644 -5.3399 3.4425
H -6.6526 -4.7486 1.7595
H -3.0546 -4.6057 3.8775
H -4.5218 -4.8440 4.7669
H -3.6263 -6.7264 2.4618
H -3.4301 -7.0156 4.2254
H -5.0635 -6.9542 3.4966
H -2.2809 -5.1200 1.9828
H 0.0171 -4.8350 1.4681
H 0.8454 -2.7354 0.7161
H -3.0126 -0.9501 1.0315
*
```

=====

4.
Below is 2 unconnected molecules or ions with the total composition C5H17N3O, with properties calculated with the ωB97M-V functional and the def2-TZVPD basis.

Output
**Lowest unoccupied orbital energy**: 1.0 eV
**Energy relative to the best compared isomer or geometry (same formula, charge and spin)**: 511.7 kJ/mol
**Total energy**: -11973.6732 eV
**Frontier orbital gap**: 8.508 eV
**SMILES**: CN(C)N(C)O.CNC
**F_max**: 3.298 eV/Å

ORCA input file:
```
! wB97M-V def2-TZVPD RIJCOSX def2/J DEFGRID3
* xyz 0 1
C 1.6583 1.3542 1.5443
N 0.5048 0.4768 1.5524
C 0.8472 -0.8673 1.3180
N -0.6685 1.0083 0.4649
C -0.7894 2.4463 0.3950
O -1.8633 0.5000 1.0758
H 2.2464 1.2769 0.6170
H 1.3775 2.3922 1.7076
H 2.3032 1.0647 2.3772
H 0.5828 -1.5041 2.1584
H 1.8824 -1.0492 1.0035
H 0.2602 -1.1983 0.2154
H 0.0352 2.8417 -0.1978
H -1.7239 2.6948 -0.1131
H -0.7937 2.9183 1.3892
H -1.6937 0.5494 2.0356
C -1.4259 -2.0670 -1.3337
N -0.3132 -1.1375 -1.1794
C 0.6462 -1.1515 -2.2748
H -1.0438 -3.0900 -1.3307
H -2.1056 -1.9144 -0.4981
H -1.9752 -1.9034 -2.2691
H -0.6645 -0.1789 -1.0083
H 1.4177 -0.4088 -2.0741
H 1.1148 -2.1356 -2.3333
H 0.1840 -0.9176 -3.2418
*
```

=====

5.
Below is 11 unconnected molecules or ions with the total composition C22H66O22, with properties calculated with the ωB97M-V functional and the def2-TZVPD basis.

Output
**Lowest unoccupied orbital energy**: 0.1 eV
**Energy relative to the best compared isomer or geometry (same formula, charge and spin)**: 3.7 kJ/mol
**Total energy**: -68924.9724 eV
**Frontier orbital gap**: 9.613 eV
**SMILES**: OCCO.OCCO.OCCO.OCCO.OCCO.OCCO.OCCO.OCCO.OCCO.OCCO.OCCO
**F_max**: 1.992 eV/Å

ORCA input file:
```
! wB97M-V def2-TZVPD RIJCOSX def2/J DEFGRID3
* xyz 0 1
O -4.0107 1.9805 2.6279
C -3.5106 0.7010 2.9310
C -4.5288 -0.4217 3.0493
O -5.3692 -0.2448 4.1996
H -4.3627 2.3938 3.4187
H -2.8128 0.3440 2.1643
H -2.9022 0.7856 3.8430
H -3.9696 -1.3437 3.2213
H -5.1398 -0.5134 2.1499
H -5.2610 -0.9886 4.7908
O 4.8184 4.0469 0.7762
C 4.1161 3.1928 1.6557
C 4.3562 1.7188 1.3230
O 3.9503 1.4660 -0.0093
H 5.7548 3.8328 0.8721
H 4.2915 3.4916 2.6988
H 3.0433 3.4077 1.6248
H 3.8363 1.0456 2.0011
H 5.4200 1.4889 1.4472
H 4.3871 2.1148 -0.5989
O -1.7475 -1.7331 -2.6971
C -1.9331 -1.7781 -4.0860
C -0.9356 -0.8961 -4.8259
O -1.0153 0.4549 -4.4021
H -0.9112 -2.1726 -2.4430
H -1.7774 -2.7819 -4.5158
H -2.9451 -1.5237 -4.4038
H -1.1384 -0.9223 -5.8974
H 0.0759 -1.2909 -4.6675
H -1.3122 0.4604 -3.4743
O -0.8634 -2.0686 2.9959
C 0.5041 -2.4533 3.0221
C 1.3806 -1.7277 4.0506
O 0.7008 -1.5765 5.2856
H -0.8913 -1.0988 2.8173
H 0.4834 -3.5060 3.3155
H 0.9252 -2.3213 2.0190
H 1.5649 -0.7075 3.7044
H 2.3320 -2.2600 4.1125
H 0.9313 -2.2986 5.8774
O -2.1504 1.4160 -2.0053
C -3.5333 1.5282 -1.5890
C -3.9427 0.2556 -0.8971
O -4.1560 -0.8310 -1.7939
H -1.8290 2.2998 -2.2041
H -3.6145 2.3912 -0.9224
H -4.1080 1.6603 -2.5119
H -4.8385 0.3873 -0.2882
H -3.1822 -0.1311 -0.2043
H -3.2785 -1.1505 -2.0932
O -0.5940 0.3461 1.6257
C -0.8111 0.7373 0.2693
C 0.5019 0.9354 -0.4550
O 1.1864 2.1172 0.0460
H 0.0308 0.9299 2.1010
H -1.3249 -0.0980 -0.2063
H -1.4239 1.6392 0.2030
H 0.4001 0.9105 -1.5478
H 1.2528 0.1496 -0.2874
H 2.1215 1.9633 -0.1676
O -0.3816 3.8900 1.4434
C -0.9098 3.5271 2.7104
C 0.1800 3.1855 3.7155
O 0.8706 1.9897 3.3116
H 0.0746 3.0966 1.0920
H -1.6176 4.2641 3.0740
H -1.4567 2.5848 2.5610
H -0.3130 3.0195 4.6806
H 0.9110 3.9967 3.7771
H 1.6697 1.9495 3.8426
O 3.9316 5.2083 -1.5266
C 3.0492 4.3294 -2.1623
C 3.7295 3.2345 -2.9556
O 4.6151 2.5106 -2.1320
H 4.2171 4.7155 -0.7330
H 2.3323 3.8754 -1.4645
H 2.4116 4.8636 -2.8729
H 4.1944 3.6655 -3.8479
H 2.9054 2.5994 -3.3163
H 5.0696 1.8154 -2.6375
O 0.6659 -2.8265 -1.7364
C 0.4528 -3.5465 -0.5274
C -0.4778 -4.7274 -0.7232
O 0.2234 -5.6120 -1.6232
H 1.0838 -3.5025 -2.3002
H 1.4122 -3.8495 -0.0854
H 0.0171 -2.9081 0.2443
H -1.4257 -4.3909 -1.1413
H -0.6322 -5.2840 0.2047
H -0.4209 -6.1529 -2.0885
O 2.4477 -1.0252 -3.6727
C 3.1370 -0.6341 -2.4903
C 4.6283 -0.6818 -2.7277
O 5.0134 0.2663 -3.7346
H 2.5167 -0.2590 -4.2564
H 2.8640 0.3730 -2.1606
H 2.9216 -1.3250 -1.6762
H 4.9556 -1.6774 -3.0344
H 5.1689 -0.3912 -1.8168
H 5.7936 0.0100 -4.2263
O -5.3247 -2.8404 -0.2363
C -4.3550 -3.8434 0.0300
C -3.4646 -3.5724 1.2252
O -2.4584 -2.6433 0.8282
H -4.8115 -2.0301 -0.4267
H -4.9580 -4.7140 0.3147
H -3.8364 -4.0727 -0.9064
H -3.0515 -4.5222 1.5845
H -4.0454 -3.1485 2.0478
H -1.7636 -2.5426 1.5066
*
```